The following is a DFT calculation (wB97M-V/def2-TZVPD) of a 12-piece molecular cluster, C12H45N22O14 overall.

Computed properties:
ΔE to the lowest compared entry with this formula, charge and spin	1.760	eV
E_tot	-2742.8193	hartree
net charge	-1
LUMO energy	1.88	eV

Last column: Mulliken charge in e.
Cartesian coordinates (Å):
O (-0.77518, -0.74580, -0.05240)  1.70
C (-0.11553, 0.29378, 0.57762)  -0.50
O (0.56582, 1.04063, -0.16367)  0.69
O (-0.37013, 0.55014, 1.77912)  -0.71
H (-1.52320, -0.77103, 0.57768)  -0.37
C (-2.58411, 2.36893, 3.51353)  0.21
O (-3.31085, 1.98020, 2.60564)  -0.68
N (-1.33948, 1.87142, 3.76325)  -0.30
N (-2.99279, 3.36245, 4.37031)  -0.49
H (-1.06615, 1.23070, 3.02521)  0.61
H (-0.57333, 2.42720, 4.10264)  0.32
H (-3.94054, 3.67144, 4.23602)  0.27
H (-2.68691, 3.31511, 5.32737)  0.21
C (-0.71678, 4.37741, -1.43844)  0.46
O (-0.79573, 5.59281, -1.44150)  -0.69
N (-0.50633, 3.60490, -0.32889)  -0.12
N (-0.70333, 3.64216, -2.59574)  -0.27
H (-0.52641, 2.59382, -0.30151)  -0.19
H (-0.74982, 4.04020, 0.54464)  0.14
H (-1.08209, 3.94771, -3.46962)  0.20
H (-0.52908, 2.65810, -2.48761)  0.18
C (-2.05598, -4.90058, -0.81985)  0.56
O (-1.68438, -5.05526, -1.97421)  -0.65
N (-2.43706, -5.95178, -0.03526)  -0.42
N (-1.93376, -3.68393, -0.18023)  0.09
H (-2.68019, -5.80217, 0.92199)  0.16
H (-2.38804, -6.82680, -0.52261)  0.23
H (-1.12758, -3.14192, -0.44706)  -0.18
H (-2.17682, -3.60470, 0.78810)  -0.06
C (0.30348, -1.13638, -3.58698)  0.51
O (0.69090, -1.37372, -4.72085)  -0.72
N (0.35071, 0.11392, -3.04205)  0.17
N (-0.61056, -1.94571, -2.96856)  0.06
H (0.03139, 0.27547, -2.09523)  -0.60
H (0.60972, 0.87782, -3.63802)  0.23
H (-0.66277, -2.85609, -3.40219)  0.13
H (-1.31031, -1.75564, -2.27980)  -0.24
C (4.88186, 0.11625, -0.22156)  0.41
O (5.54639, -0.90568, -0.10638)  -0.67
N (3.63438, 0.11232, -0.79738)  -0.01
N (5.47320, 1.34166, -0.00126)  -0.32
H (3.41877, -0.84377, -1.04211)  0.09
H (3.05613, 0.90699, -0.60567)  -0.11
H (5.01665, 2.23809, 0.00819)  0.19
H (6.35808, 1.24640, 0.46467)  0.23
C (-3.82545, -0.18288, -3.64764)  0.45
O (-5.00779, -0.38861, -3.85732)  -0.70
N (-3.23687, -0.50453, -2.45518)  -0.10
N (-2.99975, 0.46859, -4.51167)  -0.28
H (-2.33843, -0.16956, -2.17077)  0.00
H (-3.82328, -1.06544, -1.84676)  0.05
H (-3.37746, 0.61575, -5.42951)  0.21
H (-2.05437, 0.72739, -4.30446)  0.19
C (2.59225, 2.00851, 3.73814)  0.44
O (3.20526, 2.54826, 4.64617)  -0.71
N (1.24867, 2.17008, 3.52552)  -0.20
N (3.20864, 1.33327, 2.71419)  -0.13
H (0.77527, 2.59555, 4.30369)  0.07
H (0.71108, 1.60887, 2.87605)  0.48
H (2.60622, 0.91066, 2.02904)  0.00
H (4.19662, 1.18248, 2.78037)  0.18
C (0.75114, -2.94754, 2.87634)  0.43
O (0.88317, -4.13241, 2.59977)  -0.69
N (1.79339, -2.13925, 3.24191)  -0.23
N (-0.45648, -2.32052, 2.79887)  -0.12
H (1.58228, -1.15639, 3.22758)  0.16
H (2.65747, -2.50988, 3.58076)  0.21
H (-0.58265, -1.32062, 2.86572)  0.01
H (-1.28912, -2.86524, 2.69963)  0.12
C (-4.46222, -0.77105, 0.85946)  0.49
O (-4.87968, -1.72846, 0.21303)  -0.68
N (-4.88168, 0.51595, 0.79382)  -0.29
N (-3.34942, -0.95806, 1.67402)  -0.38
H (-4.20536, 1.18427, 1.15246)  0.32
H (-5.61139, 0.76286, 0.15149)  0.26
H (-3.16148, -1.93368, 1.80709)  0.14
H (-3.33379, -0.29825, 2.44261)  0.17
C (2.51094, -3.57990, -1.22375)  0.32
O (3.51668, -3.35790, -0.57798)  -0.61
N (1.27405, -3.07876, -0.85856)  0.31
N (2.43395, -4.48951, -2.24891)  -0.39
H (0.75704, -2.46801, -1.47384)  -0.22
H (1.20432, -2.95800, 0.13942)  -0.15
H (3.27815, -4.84301, -2.66440)  0.25
H (1.63347, -4.45387, -2.85751)  0.23
C (3.46682, 4.14060, -1.30491)  0.41
O (4.11658, 5.10047, -0.91216)  -0.71
N (2.61319, 3.44815, -0.50796)  0.11
N (3.66413, 3.57909, -2.54777)  -0.31
H (2.44792, 3.95406, 0.34741)  0.11
H (2.05953, 2.62736, -0.68161)  -0.35
H (3.28918, 2.67338, -2.75913)  0.17
H (4.41707, 3.96869, -3.08207)  0.22

---

The following is a DFT calculation (wB97M-V/def2-TZVPD) of one molecule with the formula C12H23N3O4.

Computed properties:
ΔE to the lowest compared entry with this formula, charge and spin	0.569	eV
E_tot	-936.2531	hartree
LUMO energy	0.44	eV
SMILES	CC[C@@H](C)[C@@H](NC(C)=O)C(=O)N[C@H](CO)C(=O)NC

Last column: natural (NBO) charge in e.
Cartesian coordinates (Å):
C (0.93604, 4.69261, -0.01185)  -0.61
C (0.49857, 3.51963, -0.78844)  -0.38
C (0.94771, 2.02912, -0.34007)  -0.21
C (0.92398, 1.71569, 1.08734)  -0.63
C (0.06771, 1.08243, -1.12481)  -0.13
N (0.17132, 1.34558, -2.55079)  -0.59
C (-0.76205, 1.29935, -3.46984)  0.67
C (-2.15227, 0.98319, -3.04550)  -0.71
O (-0.50401, 1.69168, -4.61226)  -0.64
C (0.48251, -0.36050, -0.76038)  0.68
O (1.58779, -0.75942, -1.20761)  -0.65
N (-0.30881, -1.11073, 0.10334)  -0.61
C (0.26128, -2.34797, 0.63885)  -0.14
C (0.22269, -3.48327, -0.43500)  -0.08
O (0.70325, -4.68385, 0.17846)  -0.73
C (-0.62961, -2.71468, 1.88279)  0.65
O (-1.79409, -2.31250, 1.98162)  -0.68
N (-0.14686, -3.18344, 2.96371)  -0.56
C (-0.87374, -3.36219, 4.24883)  -0.42
H (0.44250, 4.61195, 0.93270)  0.20
H (2.02148, 4.49577, 0.04496)  0.21
H (0.57861, 5.62074, -0.59299)  0.22
H (-0.56549, 3.47314, -0.80001)  0.18
H (0.80628, 3.71307, -1.83525)  0.20
H (2.02518, 1.78247, -0.57998)  0.22
H (1.71585, 0.99390, 1.42513)  0.23
H (-0.08221, 1.45301, 1.37885)  0.20
H (1.15491, 2.57541, 1.65949)  0.22
H (-0.91349, 1.20684, -0.73475)  0.19
H (0.98306, 1.88211, -2.81434)  0.41
H (-2.01059, -0.11402, -2.85033)  0.23
H (-2.38543, 1.56338, -2.16901)  0.22
H (-2.83174, 1.02707, -3.87174)  0.25
H (-1.10309, -0.73183, 0.47727)  0.42
H (1.28907, -2.01031, 0.95690)  0.22
H (0.70784, -3.23068, -1.40782)  0.21
H (-0.81611, -3.67791, -0.73668)  0.19
H (1.67034, -4.72746, 0.09919)  0.47
H (0.84098, -3.49516, 3.03090)  0.39
H (-0.22150, -3.37591, 5.10416)  0.21
H (-1.24756, -4.40664, 4.26630)  0.20
H (-1.69033, -2.66969, 4.27863)  0.24